{
  "formula": "C18H36CuO26S6",
  "method": "ωB97M-V/def2-TZVPD",
  "e_above_lowest_kj_mol": 915.3,
  "orbital_gap_ev": [5.03, 4.97],
  "homo_energy_ev": [-9.70, -9.62],
  "total_energy_ha": -6692.77123,
  "spin_multiplicity": 2,
  "mol_weight_g_mol": 924.4,
  "s_squared": 0.7632,
  "lumo_energy_ev": [-4.7, -4.7],
  "symbols": ["Cu", "S", "O", "O", "O", "O", "C", "C", "C", "O", "C", "H", "H", "H", "H", "H", "H", "H", "H", "C", "C", "C", "O", "C", "H", "H", "H", "H", "H", "H", "H", "H", "C", "C", "O", "S", "O", "O", "O", "H", "H", "H", "H", "C", "C", "O", "S", "O", "O", "O", "H", "H", "H", "H", "C", "C", "O", "S", "O", "O", "O", "H", "H", "H", "H", "C", "C", "O", "S", "O", "O", "O", "H", "H", "H", "H", "C", "C", "O", "S", "O", "O", "O", "H", "H", "H", "H"],
  "positions_angstrom": [[3.2761, 16.0665, -4.6997], [-0.1792, 17.3380, -6.6884], [0.6120, 17.9564, -5.6002], [-0.1304, 17.9647, -7.9832], [0.6255, 16.0978, -6.7279], [-1.5358, 16.9759, -6.2499], [5.2442, 19.9911, -0.1831], [6.4152, 19.0335, 0.0455], [6.4612, 18.1427, -1.2139], [5.1836, 18.0034, -1.7523], [4.5507, 19.2151, -1.3374], [5.6880, 20.9649, -0.3904], [4.5828, 20.0942, 0.6771], [6.2790, 18.3037, 0.8436], [7.3411, 19.5812, 0.2213], [7.0092, 17.2304, -0.9783], [7.0579, 18.7439, -1.8997], [3.5409, 19.0270, -0.9727], [4.4341, 19.9247, -2.1565], [3.7787, 24.2835, -9.9338], [3.8874, 25.7288, -9.5527], [3.3592, 25.8070, -8.1688], [2.7191, 24.6389, -7.9016], [3.1675, 23.6054, -8.7176], [4.7606, 23.8968, -10.2067], [3.2085, 24.1626, -10.8548], [3.2284, 26.2672, -10.2338], [4.9016, 26.1016, -9.6960], [2.6665, 26.6395, -8.0454], [4.1705, 25.9595, -7.4571], [2.5079, 22.7696, -8.9511], [4.0622, 23.3214, -8.1636], [-1.6080, 12.0043, -10.5008], [-1.1718, 10.9205, -11.5182], [-1.5324, 11.3349, -12.7781], [-2.4946, 12.7110, -12.7634], [-3.8971, 12.2088, -12.7023], [-2.1029, 13.7024, -13.8046], [-1.9115, 13.1327, -11.3094], [-0.9268, 12.2848, -9.6974], [-2.5618, 11.5859, -10.1793], [-1.6899, 9.9642, -11.4477], [-0.0828, 10.8929, -11.4805], [-6.1884, 13.9904, -4.2718], [-7.0508, 14.2999, -3.0816], [-7.5311, 13.0554, -2.6302], [-8.0354, 12.1265, -3.8549], [-9.2034, 12.6886, -4.5461], [-7.8244, 10.6853, -3.6529], [-6.6514, 12.6514, -4.7228], [-5.1353, 13.9827, -3.9907], [-6.2905, 14.6840, -5.1064], [-7.9261, 14.8673, -3.3979], [-6.5264, 14.7435, -2.2352], [3.4223, 15.4355, -11.5297], [3.4865, 16.9274, -11.7608], [4.3237, 17.0638, -12.8830], [3.8490, 15.8918, -13.9597], [4.9986, 15.4064, -14.7296], [2.7406, 16.4943, -14.6842], [3.4186, 14.7939, -12.7994], [2.4980, 15.0994, -11.0599], [4.2577, 14.9980, -10.9831], [4.0329, 17.4880, -11.0024], [2.5117, 17.3716, -11.9621], [-2.8523, 22.2380, -10.8564], [-2.7278, 23.2529, -9.7635], [-3.9415, 23.9793, -9.7423], [-4.9920, 23.7298, -11.0003], [-4.8750, 24.7898, -11.9830], [-6.3125, 23.2250, -10.6450], [-4.1138, 22.3794, -11.4483], [-2.8852, 21.2133, -10.4865], [-2.0467, 22.2683, -11.5901], [-1.9900, 24.0104, -10.0281], [-2.3370, 22.8075, -8.8487], [-4.4208, 19.9159, -1.7651], [-2.9685, 19.4847, -1.3217], [-2.9371, 19.7281, 0.0207], [-4.3268, 19.2310, 0.6854], [-4.7048, 20.0055, 1.8997], [-4.3894, 17.8270, 0.9038], [-5.2058, 19.6584, -0.6497], [-4.7564, 19.3419, -2.6288], [-4.5794, 20.9939, -1.7940], [-2.1302, 19.9735, -1.8182], [-2.9415, 18.4280, -1.5878]],
  "atomic_forces_ev_per_a": [[-0.778, 0.405, -0.305], [-3.857, -0.280, -0.886], [1.011, 0.729, 0.790], [0.321, 0.696, 0.354], [2.152, -2.233, 0.367], [1.276, 0.788, -0.126], [0.876, -1.522, -0.052], [-0.048, -1.170, 0.610], [2.453, 1.477, 0.236], [-0.537, 0.507, 1.193], [-2.147, 1.972, -0.085], [-0.532, 0.010, -0.580], [0.115, -0.067, -0.059], [-0.234, 0.504, 0.561], [0.098, -0.318, -0.091], [-0.510, -0.334, -0.398], [0.338, -0.306, -0.631], [-0.091, -0.554, -0.336], [0.123, -0.297, -0.517], [0.155, -0.885, -1.489], [0.029, 0.870, -1.705], [0.792, 1.718, 0.745], [-3.399, -1.109, 0.838], [2.752, 0.205, -0.077], [0.018, -0.333, 0.317], [-0.335, -0.011, 0.117], [0.169, 0.382, 0.057], [-0.114, 0.161, 0.227], [-0.075, 0.010, 0.124], [0.286, 0.047, 0.276], [-0.360, 0.416, 0.539], [0.074, -1.481, 0.029], [-1.894, -1.350, -0.912], [1.273, -0.077, 0.927], [-1.214, 2.594, -2.571], [-0.975, -0.667, -1.489], [3.681, 1.671, 0.103], [-0.916, -3.017, 3.383], [-0.400, 1.214, -0.962], [-0.100, -0.071, -0.360], [-0.025, 0.555, 1.030], [0.497, -0.114, 1.024], [0.061, -0.728, -0.171], [-0.049, -1.273, -0.873], [-0.881, 0.654, -0.231], [-1.554, -2.145, 1.089], [2.533, 0.437, -2.769], [2.020, -1.355, 2.016], [-1.016, 3.602, 0.196], [-0.785, 0.259, 0.537], [0.012, -0.662, -0.157], [-0.249, -0.016, 0.134], [0.123, 0.440, 0.254], [-0.139, 0.066, -0.200], [-0.681, -0.954, 0.976], [0.311, 0.489, 0.533], [0.308, -1.484, -1.850], [1.210, 1.101, -1.680], [-2.375, 0.750, 2.058], [1.173, -1.662, 1.377], [0.371, 1.312, -2.208], [-0.002, 0.339, 0.228], [0.187, 0.416, 0.094], [-0.472, -0.232, 0.379], [-0.078, -0.054, 0.097], [0.060, -1.691, -0.312], [1.305, 1.199, -0.876], [-2.367, 0.570, 0.451], [1.098, -2.143, -0.616], [-0.001, -1.345, 1.759], [2.543, 1.332, -0.028], [-1.932, 1.602, -0.908], [0.298, 0.024, 0.302], [-0.116, 0.369, -0.130], [0.239, -0.076, -0.103], [-1.117, 0.134, 0.477], [1.501, 1.141, -0.090], [-1.260, -0.292, -2.957], [-0.249, -0.117, 2.829], [-2.004, 1.845, 2.727], [1.375, -1.044, -3.967], [0.525, -0.146, -1.038], [-0.614, -1.752, 3.147], [-0.056, 0.271, 0.053], [0.679, 0.130, -1.315], [-0.311, 0.258, 0.120], [0.426, -0.307, 0.433]],
  "lowdin_spin": [-0.01, -0.03, 0.42, 0.02, 0.52, 0.07, 0.00, 0.00, 0.00, 0.00, 0.00, 0.00, 0.00, 0.00, 0.00, 0.00, 0.00, 0.00, 0.00, 0.00, 0.00, 0.00, 0.00, 0.00, 0.00, 0.00, 0.00, 0.00, 0.00, 0.00, 0.00, 0.00, 0.00, 0.00, 0.00, 0.00, 0.00, 0.00, 0.00, 0.00, 0.00, 0.00, 0.00, 0.00, 0.00, 0.00, 0.00, 0.00, 0.00, 0.00, 0.00, 0.00, 0.00, 0.00, 0.00, 0.00, 0.00, 0.00, 0.00, 0.00, 0.00, 0.00, 0.00, 0.00, 0.00, 0.00, 0.00, 0.00, 0.00, 0.00, 0.00, 0.00, 0.00, 0.00, 0.00, 0.00, 0.00, 0.00, 0.00, 0.00, 0.00, 0.00, 0.00, 0.00, 0.00, 0.00, 0.00]
}